# 1
ORCA calculation (ωB97M-V with the def2-TZVPD basis set) on a 2-piece molecular cluster, C10H16O overall in a non-equilibrium geometry.

Results
orbital gap: 9.64 eV
relative energy (zero: lowest compared OMol25 entry of this formula, charge and spin): 3.258 eV
charge: 0
lowest unoccupied orbital energy: 0.858 eV
energy: -465.77806 Eh
structure (SMILES): Cc1ccc(O)cc1.CCC

Element x y z (Å)
C 2.8730 -0.2381 1.0739
C 0.0245 2.2850 1.7857
C 1.3157 1.7822 1.6657
C -1.0629 1.3951 1.4746
C 1.5580 0.4449 1.4528
C -0.8662 0.0588 1.3522
C 0.5032 -0.4227 1.3283
O -2.2967 2.0504 1.6067
H -0.1892 3.3211 1.9691
H 2.1135 2.5497 1.8681
H -2.4380 2.8166 1.0006
H -1.5937 -0.6565 1.4375
H 3.7894 0.3719 1.0730
H 2.9625 -0.7243 0.1131
H 0.6166 -1.4413 1.2275
H 3.2441 -0.6635 1.9810
C -1.1438 -1.3786 -1.5986
C -1.3345 0.1290 -1.8214
C -0.3756 -2.2613 -2.6477
H -0.5185 -1.4713 -0.5978
H -2.2975 -1.7967 -1.5245
H -0.6994 0.5115 -2.5739
H 0.6563 -1.9787 -2.7966
H -0.2311 -3.2053 -2.2544
H -1.1095 -2.3870 -3.4877
H -2.3107 0.2380 -2.2107
H -1.1897 0.6711 -0.8967

Here are the Mulliken charges for atoms 1 to 2, given in e: atom 1 (C): -1.4282, atom 2 (C): -0.4240

# 2
ORCA calculation (ωB97M-V with the def2-TZVPD basis set) on the molecule C4H7N3O in a non-equilibrium geometry.

Results
orbital gap: 9.98 eV
relative energy (zero: lowest compared OMol25 entry of this formula, charge and spin): 0.604 eV
charge: 0
lowest unoccupied orbital energy: 0.734 eV
energy: -396.12621 Eh
structure (SMILES): NCC1=NCC(=O)N1

Element x y z (Å)
C 1.5609 -0.5439 0.4410
C 0.1713 -0.0733 0.1283
C -1.6124 1.2365 -0.0306
C -2.0462 -0.2722 -0.0909
H 2.8118 0.8665 -0.3675
H 2.4235 -0.3334 -1.4208
H 1.4294 -1.6133 0.5131
H 1.7682 -0.1797 1.4353
H -2.2086 1.7051 0.7265
H -1.7947 1.8382 -0.9322
H -0.8755 -1.9951 0.1339
N 2.5619 -0.0828 -0.4576
N -0.2057 1.1801 0.1744
N -0.8640 -0.9996 -0.0978
O -3.1199 -0.7331 -0.1551

Here are the Mulliken charges for atoms 1 to 2, given in e: atom 1 (C): -0.5151, atom 2 (C): 0.4195

# 3
ORCA calculation (ωB97M-V with the def2-TZVPD basis set) on the molecule C5H10O.

Results
orbital gap: 10.46 eV
relative energy (zero: lowest compared OMol25 entry of this formula, charge and spin): 0.090 eV
charge: 0
lowest unoccupied orbital energy: 0.944 eV
energy: -271.74931 Eh
structure (SMILES): CCC(=O)CC

Element x y z (Å)
C 2.0350 0.2779 0.3589
C 1.1602 0.7870 -0.7938
C -0.1382 0.0082 -0.8909
C -1.9722 -1.0424 0.5252
C -1.1479 0.2065 0.2323
O -0.3693 -0.7289 -1.8255
H 2.1699 -0.8070 0.3016
H 1.5951 0.5105 1.3343
H 3.0256 0.7397 0.3236
H 1.6789 0.6830 -1.7507
H 0.9320 1.8494 -0.6357
H -2.2742 -1.5175 -0.4113
H -1.3819 -1.7694 1.0922
H -2.8664 -0.7982 1.1074
H -1.8017 1.0247 -0.1005
H -0.6448 0.5766 1.1327

Here are the Mulliken charges for atoms 1 to 2, given in e: atom 1 (C): -1.0869, atom 2 (C): -0.4787

# 4
ORCA calculation (ωB97M-V with the def2-TZVPD basis set) on the molecule C2H3N3O2 in a non-equilibrium geometry.

Results
orbital gap: 9.78 eV
relative energy (zero: lowest compared OMol25 entry of this formula, charge and spin): 2.723 eV
charge: 0
lowest unoccupied orbital energy: 0.150 eV
energy: -392.69348 Eh
structure (SMILES): [H]/N=c1\nc(O)o[nH]1

Element x y z (Å)
C 1.1670 -0.2072 0.0067
C -1.0664 -0.2388 -0.0350
H 3.0032 0.2207 -0.2880
H -2.4554 -1.4912 -0.1315
H -1.0922 1.5907 0.6504
N 0.1659 -1.0223 0.0239
N -2.2876 -0.4921 -0.0246
N -0.6514 1.1276 -0.1963
O 2.4036 -0.6028 -0.0366
O 0.8133 1.1155 0.0309

Here are the Mulliken charges for atoms 1 to 2, given in e: atom 1 (C): 0.6931, atom 2 (C): 0.4098

# 5
ORCA calculation (ωB97M-V with the def2-TZVPD basis set) on the molecule C2H5NO2 in a non-equilibrium geometry.

Results
orbital gap: 10.64 eV
relative energy (zero: lowest compared OMol25 entry of this formula, charge and spin): 0.238 eV
charge: 0
lowest unoccupied orbital energy: 0.727 eV
energy: -284.45863 Eh
structure (SMILES): CNC(=O)O

Element x y z (Å)
C 1.2154 -0.3348 0.3758
N 0.0947 0.5786 0.4722
C -1.0507 0.4679 -0.2856
O -1.1712 -0.7608 -0.8866
O -1.8869 1.3250 -0.3818
H 0.8974 -1.3699 0.5144
H 1.7063 -0.2197 -0.5891
H 1.9055 -0.0903 1.1796
H -0.1558 0.9959 1.3528
H -1.5548 -0.5919 -1.7517

Here are the Mulliken charges for atoms 1 to 2, given in e: atom 1 (C): -0.7026, atom 2 (N): -0.2046

# 6
ORCA calculation (ωB97M-V with the def2-TZVPD basis set) on C3H5O3Ru as an isolated structure in a non-equilibrium geometry.

Results
<S²>: 12.015
orbital gap (alpha / beta): 9.94 / 7.39 eV
relative energy (zero: lowest compared OMol25 entry of this formula, charge and spin): 0.000 eV
charge: +3
lowest unoccupied orbital energy (alpha / beta): -14.245 / -17.806 eV
energy: -436.23212 Eh
2S+1: 7

Element x y z (Å)
H 2.8602 1.6154 2.6261
O 2.4140 0.5556 0.9685
C 3.1167 0.7833 1.9601
H 3.9490 0.0888 2.1084
O 1.1302 1.1500 0.9584
Ru 0.5341 1.1586 -0.8233
O -1.3113 0.5275 -1.2718
C -2.1979 -0.4005 -0.9746
C -2.4724 -1.5354 -1.6127
H -2.7452 -0.0571 -0.0648
H -3.4576 -1.9733 -1.4753
H -1.8197 -1.9129 -2.3990

Here are the Mulliken charges for atoms 1 to 2, given in e: atom 1 (H): 0.3532, atom 2 (O): 0.1773

- The lowest relative energy (zero: lowest compared OMol25 entry of this formula, charge and spin) belongs to which entry?
  C3H5O3Ru

- relative energy (zero: lowest compared OMol25 entry of this formula, charge and spin) of number 3 (C5H10O)?
  0.090 eV